Below is a molecular structure, C34H20F4IN9O2Pd, with properties calculated with ωB97M-V/def2-TZVPD.

As for the spin multiplicity: 5. The LUMO energy (alpha / beta) comes out at -6.6673 / -8.4653 eV. For the HOMO energy (alpha / beta), the calculation gives -12.7 / -13.7 eV. The calculation puts the gap between HOMO and LUMO (alpha / beta) at 6.050 / 5.236 eV. Its net charge is +2. As for the calculated total energy: -2775.21644 Ha.

Geometry as XYZ:
```
71
C34H20F4IN9O2Pd ωB97M-V/def2-TZVPD
Pd 1.202 -1.812 0.679
C -5.714 1.601 -6.789
O -6.099 2.606 -5.851
C -5.620 2.610 -4.630
C -6.040 3.674 -3.801
C -5.619 3.754 -2.510
C -4.735 2.781 -1.981
C -4.290 1.729 -2.822
C -4.724 1.645 -4.114
N -4.438 2.856 -0.670
N -3.709 2.230 0.076
C -2.462 1.737 0.017
C -1.489 2.232 -0.878
C -0.219 1.711 -0.926
C 0.117 0.573 -0.167
O 1.265 -0.008 -0.228
C -0.869 0.061 0.749
N -0.523 -1.062 1.441
C -1.299 -1.466 2.429
C -2.475 -0.793 2.779
C -2.899 0.273 2.023
C -2.096 0.712 0.955
H -6.204 1.872 -7.718
H -6.054 0.615 -6.468
H -4.633 1.590 -6.933
H -6.696 4.419 -4.227
H -5.931 4.574 -1.877
H -3.618 0.981 -2.422
H -4.377 0.835 -4.741
H -1.760 3.049 -1.534
H 0.528 2.124 -1.589
H -0.988 -2.348 2.974
H -3.046 -1.138 3.628
H -3.825 0.786 2.244
F 3.435 -0.592 2.608
C 4.169 0.453 2.212
C 3.902 1.645 2.834
F 2.853 1.671 3.649
C 4.700 2.782 2.620
C 5.811 2.581 1.785
C 6.014 1.395 1.091
F 7.019 1.334 0.241
C 5.162 0.291 1.238
C 5.222 -0.871 0.349
C 4.043 -1.594 0.123
N 3.047 -2.166 -0.043
C 6.381 -1.200 -0.370
N 7.333 -1.507 -0.947
F 6.661 3.567 1.586
C 4.380 4.056 3.215
C 5.234 5.172 3.164
N 5.893 6.120 3.142
C 3.127 4.288 3.819
N 2.076 4.508 4.240
N 0.414 -4.817 -0.412
C 0.966 -4.778 0.819
C 1.398 -6.002 1.384
C 1.972 -6.024 2.623
C 2.057 -4.831 3.354
C 1.604 -3.682 2.777
N 1.097 -3.627 1.517
H 0.400 -5.730 -0.834
H -0.715 -4.179 -2.011
H 1.270 -6.911 0.814
H 2.335 -6.954 3.036
H 2.468 -4.811 4.352
H 1.620 -2.751 3.329
I -3.695 -1.861 -0.958
C -0.136 -3.739 -1.202
H -0.819 -3.126 -0.610
H 0.646 -3.115 -1.651
```